Here is 3 unconnected molecules or ions with the total composition C2H8N2O4 at a distorted geometry from OMol25. Energies are from the ωB97M-V functional and the def2-TZVPD basis.

Structure (XYZ):
```
16
Properties=species:S:1:pos:R:3
O -1.09575 -2.45930 -1.48122
C -0.18401 -2.47239 -0.68910
N 0.24488 -1.32197 -0.01727
C -0.23103 -0.01948 -0.19330
N -1.32056 0.28349 -0.91679
O 0.39526 0.86193 0.39988
H 0.29369 -3.42286 -0.45383
H 1.10494 -1.34333 0.50191
H -1.77626 -0.47474 -1.39723
H -1.64049 1.24220 -0.88740
H -2.14934 3.02483 0.86984
H -0.63747 2.61097 0.56515
O -1.41282 3.12329 0.27772
H 3.55340 0.20803 1.05798
H 2.09397 0.41540 1.05942
O 2.76158 -0.25607 1.30423
```

## Properties
- SMILES string = NC(=O)NC=O.O.O
- HOMO-LUMO gap (eV) = 11.431
- lowest unoccupied orbital energy (Ha) = 0.0250
- total charge = 0

Here are the Löwdin charges for atoms 1 to 8, given in e: atom 1 (O): 0.035, atom 2 (C): -0.266, atom 3 (N): 0.153, atom 4 (C): -0.530, atom 5 (N): 0.215, atom 6 (O): 0.002, atom 7 (H): 0.135, atom 8 (H): 0.108

Here is a molecular structure, C47H60GeINO4SSi2Sn from OMol25. Energies are from the ωB97M-V functional and the def2-TZVPD basis.

Structure (XYZ):
```
118
Properties=species:S:1:pos:R:3
Sn -0.22918 0.04123 -0.04800
C -0.33125 3.53304 2.83401
Si -0.93048 3.11148 1.10055
C -1.21677 4.61208 0.01429
C -2.63772 2.39813 1.37451
N 0.23230 2.04867 0.24734
C 1.57258 2.46820 0.26433
C 1.96066 3.76019 0.65226
C 3.26735 4.20879 0.56996
C 4.26426 3.37743 0.09185
C 3.92508 2.09068 -0.29031
C 2.61619 1.65244 -0.18622
O 2.23861 0.37707 -0.57890
C 3.24271 -0.58735 -0.60755
C 3.87302 -0.96792 0.56600
C 4.89442 -1.90049 0.50608
C 5.27574 -2.44823 -0.71407
C 4.62035 -2.06933 -1.87472
C 3.59470 -1.13154 -1.82622
H -1.19035 3.84226 3.43439
H 0.41398 4.32493 2.89522
H 0.09766 2.63930 3.29282
H -1.95848 5.28084 0.45845
H -1.61062 4.25610 -0.94124
H -0.32038 5.19377 -0.19375
H -3.10657 3.05378 2.11523
H -2.66538 1.38801 1.77234
H -3.24504 2.40915 0.47352
H 1.21410 4.45748 0.99327
H 3.49534 5.22373 0.86903
H 5.28848 3.71511 0.01455
H 4.68036 1.42011 -0.67495
H 3.55451 -0.53555 1.50527
H 5.39730 -2.20035 1.41679
H 6.08269 -3.16837 -0.75608
H 4.90694 -2.49960 -2.82507
H 3.07167 -0.81070 -2.71577
I -2.39544 0.67017 -1.67936
O 0.08054 0.24975 2.43365
C -0.98617 -0.36841 2.49700
O -1.48512 -0.88928 1.41718
C -1.80505 -0.45585 3.76856
C -2.35585 -1.83043 4.17525
Ge -3.55221 -2.88378 3.00703
C -5.13920 -1.80856 2.63602
C -6.40012 -2.20461 3.08011
C -7.52675 -1.44670 2.78796
C -7.40883 -0.28215 2.04280
C -6.16091 0.12471 1.59189
C -5.03861 -0.63556 1.88712
C -4.06318 -4.41223 4.13206
C -4.79085 -5.46568 3.57305
C -5.14136 -6.57740 4.32455
C -4.76310 -6.66143 5.65816
C -4.04458 -5.62488 6.23348
C -3.70168 -4.51163 5.47496
C -2.89028 -3.66942 1.35632
C -2.99947 -3.00138 0.14075
C -2.54631 -3.58240 -1.02931
C -2.00499 -4.85951 -1.00551
C -1.91148 -5.54710 0.19406
C -2.34102 -4.94847 1.36600
H -2.64103 0.23270 3.60308
H -1.20104 -0.03463 4.57276
H -2.98564 -1.65367 5.05252
H -1.55343 -2.49082 4.50412
H -6.50653 -3.11095 3.66575
H -8.49869 -1.76683 3.14228
H -8.28785 0.30567 1.81056
H -6.05916 1.02911 1.00468
H -4.07582 -0.31212 1.51253
H -5.08745 -5.41897 2.53025
H -5.70571 -7.38142 3.86902
H -5.02916 -7.53085 6.24576
H -3.75114 -5.67941 7.27448
H -3.14534 -3.71301 5.95209
H -3.43076 -2.01021 0.09840
H -2.61795 -3.03494 -1.95992
H -1.65530 -5.31574 -1.92034
H -1.51686 -6.55550 0.21656
H -2.26253 -5.49910 2.29693
C 1.72022 -5.32231 -1.33545
C 2.39805 -4.25868 -0.48504
C 1.97192 -4.32841 0.98393
S 0.71936 -3.08033 1.39309
O 1.29731 -1.76082 0.93998
C 0.98392 -3.10016 3.17826
C 0.47579 -4.36830 3.85177
C 0.71935 -4.33175 5.35798
H 2.10168 -5.30760 -2.35727
H 0.64597 -5.15492 -1.37880
H 1.89458 -6.32263 -0.93220
H 2.17800 -3.26508 -0.88372
H 3.48147 -4.37110 -0.53021
H 2.81204 -4.17890 1.66479
H 1.49911 -5.28771 1.20723
H 0.45853 -2.22257 3.54920
H 2.05233 -2.93533 3.34024
H 0.97072 -5.24456 3.42858
H -0.59194 -4.48423 3.65111
H 1.78739 -4.32699 5.58241
H 0.27329 -5.19913 5.84426
H 0.28461 -3.43608 5.80651
C 1.93370 -2.94298 -4.99586
Si 0.22735 -2.49377 -4.37349
C -0.90602 -3.97728 -4.43385
C -0.46985 -1.08938 -5.38450
C 0.34330 -1.88220 -2.63429
C 0.24702 -1.30058 -1.57130
H 1.87680 -3.39880 -5.98742
H 2.43459 -3.64554 -4.32768
H 2.56056 -2.05374 -5.07585
H -1.08048 -4.27749 -5.47010
H -1.87166 -3.74612 -3.98107
H -0.47629 -4.82908 -3.90625
H -0.64042 -1.39781 -6.41885
H 0.21299 -0.23761 -5.39195
H -1.41906 -0.74932 -4.96599
```

## Properties
- HOMO-LUMO gap (eV) = 7.947
- lowest unoccupied orbital energy (Ha) = 0.0112
- total charge = 0

Here are the Löwdin charges for atoms 1 to 8, given in e: atom 1 (Sn): 0.958, atom 2 (C): -0.155, atom 3 (Si): 0.405, atom 4 (C): -0.157, atom 5 (C): -0.215, atom 6 (N): -0.177, atom 7 (C): -0.263, atom 8 (C): -0.057

Here is C6H7N3O in the gas phase at a distorted geometry from OMol25. Energies are from the ωB97M-V functional and the def2-TZVPD basis.

Structure (XYZ):
```
17
Properties=species:S:1:pos:R:3
C 3.67437 -0.73808 0.57636
C 1.48807 1.96908 -0.55113
C 2.93021 0.01325 -0.28010
C -0.30625 0.56512 -0.96242
C -2.04883 -1.25732 -0.86897
C -1.48821 -0.06641 1.18237
N 4.21052 -1.56627 1.16635
N 2.34883 1.10225 -0.33693
N -1.16145 -0.15897 -0.30133
O 0.20224 1.64056 -0.25822
H 1.66233 2.91812 -0.97244
H -2.81739 -1.26484 -0.09751
H -2.41172 -0.87285 -1.88421
H -1.57543 -2.27520 -0.90080
H -1.02082 0.94626 1.50336
H -2.62002 -0.02308 1.34768
H -1.06643 -0.93164 1.63793
```

## Properties
- HOMO-LUMO gap (eV) = 7.654
- lowest unoccupied orbital energy (Ha) = -0.0145
- total charge = 0

Here are the Löwdin charges for atoms 1 to 8, given in e: atom 1 (C): -0.262, atom 2 (C): -0.190, atom 3 (C): -0.013, atom 4 (C): -0.096, atom 5 (C): -0.036, atom 6 (C): -0.036, atom 7 (N): 0.147, atom 8 (N): 0.104

Here is 3 unconnected molecules or ions with the total composition C5H14O3 at a distorted geometry from OMol25. Energies are from the ωB97M-V functional and the def2-TZVPD basis.

Structure (XYZ):
```
22
Properties=species:S:1:pos:R:3
C -1.97303 -0.95378 2.17165
C -0.54360 -0.39678 2.36740
C -0.05519 1.90527 -0.75544
O -0.06824 1.53332 -2.14962
C -0.37212 0.68569 0.11149
C -0.30455 0.76436 1.43231
H -2.17086 -1.23426 1.15494
H -2.66168 -0.16774 2.50877
H -2.12824 -1.71671 2.93552
H 0.11231 -1.16398 1.93005
H -0.11178 -0.33755 3.36406
H 0.95898 2.16749 -0.45444
H -0.89321 2.59731 -0.66976
H -0.69344 2.06978 -2.58612
H -0.41913 -0.28638 -0.37105
H -0.25310 1.74906 1.91103
H 2.04265 -0.42031 -0.32372
H 2.95597 -1.65091 -0.62579
O 2.25510 -1.32052 -0.04164
H 0.79566 -0.86792 -2.94204
H 0.33717 -2.21947 -2.84397
O 0.54555 -1.49845 -2.25996
```

## Properties
- SMILES string = CC/C=C/CO.O.O
- HOMO-LUMO gap (eV) = 9.649
- lowest unoccupied orbital energy (Ha) = 0.0248
- total charge = 0

Here are the Löwdin charges for atoms 1 to 8, given in e: atom 1 (C): -0.101, atom 2 (C): -0.249, atom 3 (C): -0.216, atom 4 (O): -0.078, atom 5 (C): -0.111, atom 6 (C): -0.140, atom 7 (H): 0.064, atom 8 (H): 0.070

Here is C3H3NOS2 in the gas phase from OMol25. Energies are from the ωB97M-V functional and the def2-TZVPD basis.

Structure (XYZ):
```
10
Properties=species:S:1:pos:R:3
C -1.52239 -0.76530 0.00054
C -0.13023 -0.31687 -0.00795
C 1.51652 1.28785 -0.00551
H -1.59284 -1.84034 0.00773
H 1.79953 1.86444 0.89107
H 1.75362 1.86152 -0.88789
N 0.82535 -1.18045 0.00186
O 0.12376 1.00825 0.00634
S -2.81362 0.19370 0.00011
S 2.31916 -0.37636 0.00007
```

## Properties
- SMILES string = S=CC1=NSCO1
- HOMO-LUMO gap (eV) = 7.493
- lowest unoccupied orbital energy (Ha) = -0.0430
- total charge = 0

Here are the Löwdin charges for atoms 1 to 8, given in e: atom 1 (C): -0.586, atom 2 (C): -0.582, atom 3 (C): -0.390, atom 4 (H): 0.057, atom 5 (H): 0.091, atom 6 (H): 0.080, atom 7 (N): -0.228, atom 8 (O): -0.094

Here is C6H13N in the gas phase at a distorted geometry from OMol25. Energies are from the ωB97M-V functional and the def2-TZVPD basis.

Structure (XYZ):
```
20
Properties=species:S:1:pos:R:3
C 0.20498 -0.45617 -2.35898
C -0.46631 0.06631 -1.04935
C 0.68588 0.41700 -0.02922
C 0.27422 0.01806 1.34595
C -0.63107 0.52304 2.15789
C 0.95726 -1.15842 1.91822
N -1.14678 1.40478 -1.39549
H -0.59071 -0.78490 -2.98172
H 0.75183 0.32513 -2.89512
H 1.06270 -1.06915 -1.96845
H -1.29126 -0.66369 -0.52623
H 1.54695 0.02613 -0.38912
H 0.61701 1.60082 -0.10348
H -1.17926 1.45107 1.92225
H -0.85364 0.09473 3.11714
H 2.00262 -1.18064 1.91327
H 0.75484 -2.23951 1.41689
H 0.66095 -1.31325 2.92251
H -1.75535 1.65862 -0.65420
H -1.60486 1.28004 -2.36274
```

## Properties
- SMILES string = C=C(C)C[C@H](C)N
- HOMO-LUMO gap (eV) = 10.246
- lowest unoccupied orbital energy (Ha) = 0.0403
- total charge = 0

Here are the Löwdin charges for atoms 1 to 8, given in e: atom 1 (C): -0.078, atom 2 (C): -0.397, atom 3 (C): -0.140, atom 4 (C): -0.400, atom 5 (C): 0.029, atom 6 (C): -0.093, atom 7 (N): -0.011, atom 8 (H): 0.054